No. 1
{
  "formula": "C2H3O2P",
  "method": "ωB97M-V/def2-TZVPD",
  "energy_ev": -15505.3898,
  "e_homo_ha": -0.36748,
  "symbols": ["C", "C", "O", "O", "P", "H", "H", "H"],
  "positions_angstrom": [[1.078, 0.330, 0.165], [-0.110, -0.161, -0.229], [1.746, -0.259, 1.173], [0.829, -2.205, 2.664], [1.028, -1.847, 1.267], [1.666, 1.086, -0.474], [-0.635, 0.285, -0.960], [-0.686, -0.920, 0.247]],
  "mulliken_charge": [0.377, -0.896, -0.317, -0.427, 0.419, 0.286, 0.320, 0.239]
}

=====

No. 2
{
  "formula": "C2H3O2P",
  "method": "ωB97M-V/def2-TZVPD",
  "energy_ev": -15502.7043,
  "e_homo_ha": [-0.33396, -0.33395],
  "symbols": ["H", "P", "O", "C", "C", "O", "H", "H"],
  "positions_angstrom": [[1.455, 1.658, 0.441], [1.529, 0.481, -0.429], [2.657, -0.491, -0.195], [-0.051, 0.229, -0.041], [-1.228, -0.588, 0.110], [-1.259, 0.789, -0.340], [-1.625, -0.755, 1.114], [-1.479, -1.324, -0.658]],
  "mulliken_charge": [0.085, 0.035, -0.578, 0.374, -0.010, -0.334, 0.199, 0.228]
}

=====

No. 3
{
  "formula": "C2H3O2S2",
  "method": "ωB97M-V/def2-TZVPD",
  "energy_ev": -27887.9120,
  "e_homo_ha": -0.12871,
  "charge": -1,
  "symbols": ["C", "C", "O", "O", "S", "S", "H", "H", "H"],
  "positions_angstrom": [[-0.046, 0.002, 1.212], [0.729, 0.019, -0.027], [-1.502, -1.124, -1.408], [-0.567, 1.035, -2.189], [1.636, -0.700, 1.511], [-0.323, -0.380, -1.876], [-0.314, 0.925, 1.733], [-0.821, -0.753, 1.285], [1.208, 0.974, -0.241]],
  "mulliken_charge": [-0.331, -0.439, -0.576, -0.571, -0.308, 0.500, 0.224, 0.230, 0.272]
}

=====

No. 4
{
  "formula": "C2H3O3",
  "method": "ωB97M-V/def2-TZVPD",
  "energy_ev": -8248.5183,
  "e_homo_ha": [-0.62066, -0.63334],
  "charge": 1,
  "symbols": ["C", "C", "O", "O", "O", "H", "H", "H"],
  "positions_angstrom": [[1.197, 0.015, -0.981], [0.047, -0.277, -0.384], [-1.904, 0.757, 2.324], [-0.336, 0.412, 0.683], [-1.620, -0.075, 1.572], [1.244, -0.340, -1.975], [1.871, 0.526, -0.399], [-0.499, -1.019, -0.840]],
  "mulliken_charge": [-0.470, 0.291, 0.058, -0.215, 0.316, 0.296, 0.325, 0.400]
}

=====

No. 5
{
  "formula": "C2H3O3S",
  "method": "ωB97M-V/def2-TZVPD",
  "energy_ev": -19095.1752,
  "e_homo_ha": -0.12109,
  "charge": -1,
  "symbols": ["C", "C", "O", "O", "O", "S", "H", "H", "H"],
  "positions_angstrom": [[1.088, 0.331, 0.802], [-0.228, 0.519, -0.951], [-0.620, -2.054, 0.126], [-1.952, -0.009, 1.549], [1.157, 0.357, -0.661], [-0.496, -0.642, 0.504], [1.861, -0.357, 1.214], [-0.384, 1.607, -0.689], [-0.426, 0.250, -1.895]],
  "mulliken_charge": [-0.534, -0.248, -0.578, -0.738, -0.315, 0.731, 0.153, 0.200, 0.330]
}

=====

No. 6
{
  "formula": "C2H3O3S",
  "method": "ωB97M-V/def2-TZVPD",
  "energy_ev": -19094.2943,
  "s2": 2.01,
  "e_homo_ha": [-0.00815, -0.11986],
  "charge": -1,
  "spin_multiplicity": 3,
  "symbols": ["C", "C", "O", "O", "O", "S", "H", "H", "H"],
  "positions_angstrom": [[-1.048, -0.349, 0.140], [2.267, 0.196, 0.598], [-2.863, -0.040, -1.808], [-1.930, 0.679, 0.415], [1.399, -0.075, -0.260], [-1.663, 0.589, -1.186], [-1.597, -1.334, -0.047], [2.251, -0.497, 1.419], [3.183, 0.831, 0.730]],
  "lowdin_spin": [0.570, 0.516, 0.017, 0.179, 0.507, 0.000, 0.055, 0.067, 0.087]
}

=====

No. 7
{
  "formula": "C2H3O3S2",
  "method": "ωB97M-V/def2-TZVPD",
  "energy_ev": -29936.4023,
  "e_homo_ha": [-0.09455, -0.09461],
  "charge": -1,
  "symbols": ["C", "C", "O", "O", "O", "S", "S", "H", "H", "H"],
  "positions_angstrom": [[0.370, -1.970, -1.471], [0.470, 0.499, -0.154], [0.600, -2.403, -0.425], [0.230, -1.662, -2.572], [1.632, 0.207, 0.509], [-2.128, 2.611, 1.303], [-1.025, 0.235, 0.326], [0.708, 0.693, -1.241], [1.375, -0.051, 1.355], [-2.232, 1.842, 2.371]],
  "mulliken_charge": [0.784, -0.252, -0.372, -0.411, -0.414, -0.729, -0.217, 0.334, 0.312, -0.033]
}

=====

No. 8
{
  "formula": "C2H3O3S2",
  "method": "ωB97M-V/def2-TZVPD",
  "energy_ev": -29931.8820,
  "s2": 2.01,
  "e_homo_ha": [-0.03366, -0.17274],
  "charge": -1,
  "spin_multiplicity": 3,
  "symbols": ["C", "C", "O", "O", "O", "S", "S", "H", "H", "H"],
  "positions_angstrom": [[1.053, -0.551, 0.538], [0.082, 0.921, -0.499], [-1.994, -0.863, -1.145], [-0.129, -1.339, 0.422], [-1.985, 0.242, 1.022], [2.482, -1.091, -0.159], [-1.157, -0.261, -0.134], [1.227, 0.022, 1.438], [0.389, 1.040, -1.484], [0.031, 1.880, 0.002]],
  "lowdin_spin": [0.490, 0.522, 0.035, 0.038, 0.025, 0.702, 0.096, 0.025, 0.034, 0.032]
}

=====

No. 9
{
  "formula": "C2H3O4P",
  "method": "ωB97M-V/def2-TZVPD",
  "energy_ev": -19597.9619,
  "e_homo_ha": [0.07770, 0.07756],
  "charge": -2,
  "symbols": ["C", "C", "O", "O", "O", "O", "P", "H", "H", "H"],
  "positions_angstrom": [[-2.538, 0.203, -0.167], [0.503, 0.079, 0.133], [2.939, 1.418, -0.272], [3.177, -0.890, 0.795], [1.310, -0.584, -0.983], [-3.434, 0.315, 0.646], [2.240, 0.128, 0.203], [-1.910, 1.038, -0.681], [-2.218, -0.833, -0.251], [-0.070, -0.874, 0.577]],
  "mulliken_charge": [-0.127, -0.450, -0.821, -0.805, -0.434, -0.548, 0.794, 0.365, 0.200, -0.174]
}

=====

No. 10
{
  "formula": "C2H3OP",
  "method": "ωB97M-V/def2-TZVPD",
  "energy_ev": -13456.2716,
  "e_homo_ha": -0.33411,
  "symbols": ["C", "C", "O", "P", "H", "H", "H"],
  "positions_angstrom": [[-0.697, -0.704, 0.014], [0.365, 0.335, 0.274], [0.803, 0.419, -1.078], [-0.293, -0.755, -1.620], [-1.635, -0.808, 0.671], [0.057, 1.310, 0.653], [1.401, 0.204, 1.085]],
  "mulliken_charge": [-0.219, -0.202, -0.335, 0.076, 0.287, 0.201, 0.191]
}

=====

No. 11
{
  "formula": "C2H3OPSn",
  "method": "ωB97M-V/def2-TZVPD",
  "energy_ev": -19285.7098,
  "e_homo_ha": [-0.30000, -0.30009],
  "symbols": ["P", "O", "C", "H", "C", "H", "H", "Sn"],
  "positions_angstrom": [[3.019, -0.629, -0.569], [0.658, 0.806, -0.300], [-0.622, 0.470, -0.261], [-1.296, 1.332, -0.378], [-1.143, -0.715, 0.101], [-2.223, -0.813, 0.211], [-0.504, -1.530, 0.450], [2.112, 1.079, 0.746]],
  "mulliken_charge": [-0.153, -0.408, 0.107, 0.302, -0.692, 0.239, 0.215, 0.390]
}

=====

No. 12
{
  "formula": "C2H3OPt",
  "method": "ωB97M-V/def2-TZVPD",
  "energy_ev": -7399.7701,
  "s2": 2.02,
  "e_homo_ha": [-0.47295, -0.55336],
  "charge": 1,
  "spin_multiplicity": 3,
  "symbols": ["O", "C", "Pt", "H", "C", "H", "H"],
  "positions_angstrom": [[-0.442, -0.066, 0.705], [-1.559, -0.543, 0.121], [-1.076, 1.085, -1.323], [-0.130, -0.464, 1.542], [0.666, 0.139, -0.434], [1.095, -0.824, -0.740], [1.445, 0.674, 0.129]],
  "lowdin_spin": [0.163, 0.571, 1.036, 0.015, 0.183, 0.015, 0.017]
}